Record 1
ORCA calculation (wB97M-V/def2-TZVPD) on 2 unconnected molecules or ions with the total composition C5H14NO.

The charge is +1. The relative energy (zero: lowest compared OMol25 entry of this formula, charge and spin) is 1.381 eV. As for the calculated total energy: -8942.6273 eV.

Atoms and positions in Å:
C: -0.291 -1.605 -1.288
C: -0.794 -0.384 -1.471
O: -1.838 0.032 -0.662
C: -0.371 0.595 -2.525
H: 0.601 -1.909 -1.816
H: -0.875 -2.370 -0.788
H: -2.154 0.883 -0.984
H: 0.275 0.061 -3.219
H: -1.211 1.048 -3.046
H: 0.228 1.401 -2.086
C: 0.245 1.402 1.492
N: 0.065 -0.062 1.527
C: 1.332 -0.783 1.849
H: -0.581 1.886 0.977
H: 0.308 1.765 2.516
H: 1.168 1.645 0.969
H: -0.301 -0.443 0.626
H: -0.679 -0.312 2.181
H: 2.028 -0.627 1.030
H: 1.116 -1.842 1.944
H: 1.729 -0.379 2.775

Here are the Mulliken charges for atoms 1 to 4, given in e: number 1, C, carries -0.938; number 2, C, carries 0.860; number 3, O, carries -0.516; number 4, C, carries -1.388

***

Record 2
ORCA calculation (wB97M-V/def2-TZVPD) on a molecular structure, C6H11I2NO2.

The relative energy (zero: lowest compared OMol25 entry of this formula, charge and spin) is 3.679 eV. As for the calculated total energy: -28183.4865 eV.

Atoms and positions in Å:
C: 1.198 2.397 -0.675
C: -0.198 -2.341 0.211
C: 1.718 -0.081 0.505
C: 0.488 1.114 -1.256
C: -0.416 -0.996 -0.324
C: -2.205 -0.469 0.920
N: 0.483 -0.007 -0.223
O: 0.465 3.144 0.112
O: 2.350 2.616 -0.980
I: -2.717 1.582 0.863
I: -3.727 -1.799 0.109
H: 0.512 -2.922 -0.430
H: -1.182 -2.836 0.273
H: 0.332 -2.494 1.234
H: 2.183 -1.138 0.321
H: 2.205 0.822 0.344
H: 1.460 -0.024 1.703
H: 1.069 0.969 -2.261
H: -0.563 1.313 -1.619
H: -1.074 -0.790 -1.170
H: -2.088 -0.801 1.964
H: -0.294 2.742 0.377

Here are the Mulliken charges for atoms 1 to 4, given in e: number 1, C, carries 0.338; number 2, C, carries -1.089; number 3, C, carries -1.053; number 4, C, carries -0.452

***

Record 3
ORCA calculation (wB97M-V/def2-TZVPD) on 6 unconnected molecules or ions with the total composition C38H34FIO5S.

As for the calculated total energy: -71846.1250 eV. The SMILES is O=C(I)CC1=CC(=O)C(S(=O)(=O)F)=CC1=O.c1ccccc1.c1ccccc1.c1ccccc1.c1ccccc1.c1ccccc1.

Atoms and positions in Å:
O: 4.035 0.063 3.234
C: 4.344 0.641 2.249
I: 5.415 -0.357 0.686
C: 3.999 2.103 1.990
C: 2.520 2.213 1.764
C: 1.660 2.797 2.599
C: 0.217 2.835 2.240
O: -0.518 3.750 2.509
C: -0.243 1.645 1.449
S: -1.845 0.989 1.711
O: -2.069 0.939 3.111
O: -2.003 -0.165 0.904
F: -2.742 2.113 1.141
C: 0.589 1.056 0.597
C: 1.966 1.635 0.494
O: 2.557 1.682 -0.555
H: 4.264 2.636 2.904
H: 4.551 2.491 1.137
H: 1.965 3.269 3.524
H: 0.310 0.195 0.002
C: 7.990 -3.464 -0.273
C: 7.033 -4.208 0.403
C: 7.406 -5.000 1.480
C: 8.735 -5.049 1.878
C: 9.692 -4.308 1.199
C: 9.319 -3.514 0.123
H: 7.698 -2.844 -1.111
H: 5.997 -4.170 0.090
H: 6.660 -5.579 2.009
H: 9.024 -5.666 2.719
H: 10.728 -4.349 1.508
H: 10.065 -2.935 -0.406
C: -2.003 4.963 -0.112
C: -2.722 6.120 -0.383
C: -3.136 6.401 -1.677
C: -2.828 5.526 -2.710
C: -2.105 4.372 -2.446
C: -1.695 4.093 -1.150
H: -1.686 4.750 0.900
H: -2.962 6.805 0.421
H: -3.699 7.303 -1.882
H: -3.152 5.744 -3.720
H: -1.860 3.690 -3.251
H: -1.129 3.189 -0.956
C: -6.072 -2.501 0.450
C: -6.252 -3.878 0.430
C: -5.267 -4.711 0.942
C: -4.106 -4.166 1.473
C: -3.925 -2.790 1.495
C: -4.910 -1.959 0.978
H: -6.840 -1.848 0.054
H: -7.158 -4.300 0.015
H: -5.404 -5.785 0.928
H: -3.340 -4.817 1.876
H: -3.017 -2.367 1.903
H: -4.772 -0.885 0.989
C: -6.503 2.141 0.985
C: -6.977 1.292 -0.005
C: -8.343 1.165 -0.215
C: -9.235 1.884 0.569
C: -8.760 2.733 1.559
C: -7.394 2.865 1.766
H: -5.437 2.248 1.141
H: -6.279 0.733 -0.616
H: -8.714 0.507 -0.991
H: -10.300 1.786 0.406
H: -9.456 3.293 2.170
H: -7.024 3.528 2.536
C: 5.458 -2.941 -4.864
C: 4.105 -2.828 -5.150
C: 3.242 -2.265 -4.218
C: 3.735 -1.820 -3.000
C: 5.088 -1.939 -2.714
C: 5.951 -2.498 -3.645
H: 6.131 -3.376 -5.593
H: 3.722 -3.177 -6.100
H: 2.187 -2.174 -4.443
H: 3.068 -1.375 -2.272
H: 5.446 -1.586 -1.754
H: 7.008 -2.589 -3.427

Here are the Mulliken charges for atoms 1 to 4, given in e: number 1, O, carries -0.465; number 2, C, carries 0.234; number 3, I, carries 0.150; number 4, C, carries -0.973

***

Asked for LUMO across the records above, the calculation gives -2.96 0.04 -2.18 eV in order.
Asked for max |F| across the records above, the calculation gives 0.023 0.107 0.019 hartree/bohr in order.